{"formula": "C4H12", "method": "ωB97M-V/def2-TZVPD", "species": ["C", "C", "H", "H", "H", "H", "H", "H", "C", "C", "H", "H", "H", "H", "H", "H"], "xyz": [[1.56, -0.76, 0.51], [1.72, -0.40, -0.97], [2.25, -1.60, 0.91], [1.62, 0.05, 1.22], [0.54, -1.26, 0.69], [1.70, 0.61, -1.21], [0.97, -1.07, -1.49], [2.80, -0.74, -1.34], [-1.86, -0.09, 0.13], [-1.50, 1.41, 0.25], [-1.07, -0.76, -0.40], [-2.03, -0.34, 1.20], [-2.68, -0.37, -0.53], [-0.66, 1.47, 1.07], [-2.29, 1.94, 0.61], [-1.06, 1.90, -0.64]], "gap_ev": 12.24, "lumo_energy_ha": 0.04265, "spin_multiplicity": 1, "max_force_ha_per_bohr": 0.1003}